23
Properties=species:S:1:pos:R:3:forces:R:3:mulliken_charge:R:1 method="wB97M-V/def2-TZVPD" total_energy_ha=-1142.74968 total_charge=0 smiles="COC1=CNC(OC)=N[C@H]1Cl.O=C=O" lumo_energy_ev=0.6 max_force_ev_per_a=4.75 gap_ev=8.61
C -1.00334 -0.24109 0.29433 0.9186 2.0700 -2.5299 -0.12
C 1.11131 -0.48299 -0.58413 -1.1734 0.3544 -1.0853 0.52
C 2.37621 0.80154 2.93405 -0.0551 0.1514 -0.1655 0.74
C -0.22450 1.18253 -1.67332 -2.4205 2.0100 -1.4758 -0.28
C -1.30736 0.88929 -0.95034 1.1037 -3.4361 2.6049 0.22
C 2.35299 -2.46290 -0.19013 -0.6228 3.3166 -0.6986 -0.79
C -3.58245 1.08768 -0.25289 0.6147 -0.1819 2.0919 -0.54
N 0.15639 -1.06670 0.00795 -2.8140 0.6966 1.6834 -0.52
N 0.98416 0.61926 -1.37235 4.5765 0.7010 -1.0621 -0.06
O 2.29902 1.93218 2.81785 -0.1271 2.2904 -0.1400 -0.37
O 2.47529 -0.32792 3.03817 0.1992 -2.4556 0.2705 -0.37
O 2.28631 -1.02791 -0.61148 2.5445 -1.4230 -0.4603 -0.49
O -2.57126 1.19553 -1.25410 -0.3630 0.2133 -0.2032 -0.44
Cl -0.70046 0.89511 1.74220 0.0116 -0.3610 0.0757 -0.24
H -1.86282 -0.81495 0.61126 0.1291 -0.1284 -0.2513 0.41
H -0.37460 1.90723 -2.55783 0.8054 -1.3468 1.4929 0.30
H 3.32667 -2.65337 0.06240 2.6691 -0.3870 -0.1662 0.32
H 1.95071 -3.02070 -0.97699 -0.6166 -1.0951 -0.8293 0.32
H 1.86067 -2.46434 0.71087 -1.7746 -0.7031 1.8068 0.37
H -3.38633 1.84365 0.64021 -0.7085 -1.1646 -2.0683 0.24
H -3.58782 0.06014 0.28396 -0.0912 1.4991 -1.2081 0.22
H -4.49957 1.21685 -0.84824 0.2001 0.1827 0.8529 0.28
H 1.92076 0.93189 -1.87144 -3.0056 -0.8027 1.4648 0.31

=====

21
Properties=species:S:1:pos:R:3:forces:R:3:mulliken_charge:R:1 method="wB97M-V/def2-TZVPD" total_energy_ha=-1924.71331 total_charge=0 lumo_energy_ev="-1.7 / -2.4" max_force_ev_per_a=4.94 gap_ev="6.85 / 6.49"
C 2.13415 0.81767 -2.79413 0.4842 -0.6091 -0.8283 -0.20
C 1.58115 -0.52906 -2.74727 1.1301 3.7489 -0.1493 -0.66
C 2.08930 1.62936 -1.65683 -0.4160 -1.7950 -2.4186 -0.71
C 1.10534 -0.96934 -1.56525 -0.3770 0.0216 2.9865 -0.28
C 1.48815 1.19466 -0.55211 -2.0000 -2.6065 3.6943 -0.11
C 1.01687 -0.13882 -0.36991 0.9461 -0.2370 -3.0713 0.42
C -2.68735 0.35088 1.21080 -4.1369 0.8769 0.0275 -0.57
N -2.58977 -0.97287 1.65131 0.5285 -1.3924 -0.0629 -0.25
P 0.51158 -0.89639 1.19123 -0.2413 1.5343 0.5163 0.20
S 0.20403 0.59433 2.47037 0.4782 -0.5228 -0.1356 -0.32
S -1.41507 -1.89511 1.05826 -0.3906 -0.3276 0.0829 0.07
Cl -1.51428 -2.10554 4.93354 0.2258 -0.1688 0.3986 -0.25
H 2.68887 1.25018 -3.68015 -1.0456 -0.8749 0.8214 0.28
H 1.42766 -1.14210 -3.59144 0.4915 -0.4663 -1.0029 0.42
H 2.32932 2.62555 -1.59904 1.1712 2.1574 -0.6606 0.42
H 0.87314 -2.02541 -1.53385 -0.5035 -0.0670 0.3014 0.26
H 1.35778 1.84960 0.29456 0.1149 0.1989 0.1478 0.33
H -2.65018 0.39981 0.09954 0.2412 0.2924 0.6502 0.28
H -3.83654 0.70253 1.56750 3.2457 -0.5129 -0.9623 0.23
H -1.92919 0.97026 1.68234 0.3194 0.5616 0.1157 0.20
H -2.18496 -1.71018 3.93054 -0.2659 0.1884 -0.4508 0.24

=====

17
Properties=species:S:1:pos:R:3:forces:R:3:mulliken_charge:R:1 method="wB97M-V/def2-TZVPD" total_energy_ha=-371.69279 total_charge=0 lumo_energy_ev=-0.3 max_force_ev_per_a=8.04 gap_ev=7.63
C 0.32315 1.57057 0.67621 1.5024 7.3731 2.8456 -1.35
C -0.26921 0.38220 0.16326 1.1651 -3.9822 1.2340 1.04
C -1.64608 0.36747 -0.09779 -2.2954 3.6195 0.1967 -0.36
C -2.57203 1.35018 -0.09890 1.9429 2.8377 3.8538 -1.03
C 0.31274 -0.87982 0.06289 1.1495 1.1759 0.0623 0.58
C 1.78269 -1.16139 -0.18655 2.6924 0.6295 -1.5847 -0.30
C 2.59057 -0.05755 -0.64956 0.7328 0.3481 1.6085 -0.51
H 1.22958 1.71905 1.69754 -2.8900 -1.3207 -3.3273 0.28
H 0.79169 2.24007 -0.17239 -0.8966 -1.0842 1.5463 0.39
H -0.64693 2.44035 1.12469 3.0463 -2.9772 -1.3802 0.12
H -2.05013 -0.50252 -0.38784 -1.0288 -3.1667 -1.4498 0.46
H -3.57665 1.20618 -0.30074 -1.6759 -0.8026 -0.8175 0.33
H -2.52473 2.35922 0.62191 0.5353 -2.3771 -2.4687 0.08
H 2.31303 -2.36065 -0.18658 -2.1546 3.9272 -0.1944 0.23
H 3.77091 -0.16878 -1.19100 -3.8846 0.1026 2.0779 0.24
H 2.27372 1.26381 -0.25570 1.0415 -4.8026 -1.9374 0.07
F -0.52350 -1.95853 -0.01859 1.0178 0.4999 -0.2651 -0.27

=====

21
Properties=species:S:1:pos:R:3:forces:R:3:mulliken_charge:R:1 method="wB97M-V/def2-TZVPD" total_energy_ha=-681.11120 total_charge=0 lumo_energy_ev="-0.4 / -0.1" max_force_ev_per_a=3.78 gap_ev="7.87 / 7.50"
C 2.60021 0.88527 0.93014 -1.8763 0.3800 -0.4282 -0.62
C 1.24757 0.45264 1.07287 -0.2985 -0.6757 3.3193 -0.14
C 2.69256 1.48243 -0.30013 -0.0125 -0.7781 0.1631 -0.53
C 0.58885 0.67552 -0.10776 0.0707 0.1934 0.6162 0.37
C -0.60165 -2.07351 -1.10617 0.1827 -0.4511 -1.4256 -0.82
C -0.71473 0.35532 -0.57788 1.2434 -2.3772 -0.4284 -0.34
C -1.90208 0.10640 0.21621 -3.0112 1.2368 1.9145 1.06
N 1.48378 1.29589 -0.91999 0.1118 0.7909 -1.8944 -0.08
N -1.76557 -0.47005 1.56397 -0.3533 -1.3172 -1.5604 -0.62
F -0.98262 0.83064 -1.79226 -0.2880 0.4214 -0.4616 -0.39
F -2.60778 1.38951 0.37226 1.2585 -1.3397 0.2655 -0.35
F -2.82168 -0.55565 -0.53746 -0.1307 -0.2721 -0.0076 -0.28
H 3.33675 0.87991 1.67632 0.7979 -0.0430 0.7634 0.45
H 0.74636 0.17513 2.07870 1.0094 0.0927 -2.1900 0.32
H 3.58617 1.94324 -0.69350 -0.4432 0.0806 -0.5380 0.40
H 0.39435 -1.94539 -1.68181 -1.8249 -0.2613 1.0073 0.27
H -1.48579 -2.59321 -1.73549 2.0698 1.6887 1.4450 0.22
H -0.47781 -2.55571 -0.11305 0.0179 0.5363 -0.6483 0.33
H 1.17281 1.58861 -1.84551 0.6717 -0.0015 0.4204 0.23
H -1.84439 -1.51106 1.43664 0.8369 1.1353 -0.1536 0.25
H -2.64532 -0.35593 2.06388 -0.0323 0.9608 -0.1786 0.29

=====

24
Properties=species:S:1:pos:R:3:forces:R:3:mulliken_charge:R:1 method="wB97M-V/def2-TZVPD" total_energy_ha=-886.14185 total_charge=+1 lumo_energy_ev="-3.5 / -3.5" max_force_ev_per_a=6.54 gap_ev="8.59 / 8.59"
C -1.06109 1.64936 0.90353 -0.1192 -1.1144 -2.2350 0.49
C -1.90166 2.79367 -0.78840 1.1422 -2.9519 1.0106 -0.24
C 1.22957 0.93394 1.08939 -2.3281 0.5293 0.6552 0.60
C -1.20335 0.63910 -0.28745 -2.6272 -1.1581 1.5886 0.12
C -0.05876 -0.33372 -0.46448 -1.5722 0.6216 0.5628 -1.12
C 0.60609 -0.42419 0.90101 -0.6368 0.4488 0.1514 -0.44
C -2.82622 -0.84090 0.52539 1.6571 6.1429 -1.4958 0.78
N -1.56669 2.88752 0.43556 -1.0556 1.4536 0.2437 -0.76
N -1.66543 1.47100 -1.28926 -0.4647 1.5613 -0.8596 -0.30
N 1.75473 -1.31906 1.00765 1.0230 -0.0907 -0.7046 -0.09
O 2.41746 1.01532 1.21651 0.8277 0.9035 0.0174 -0.58
O 0.33466 1.91021 1.10141 2.1781 0.1622 0.6272 -0.33
F -4.02075 -0.35490 0.00109 1.8511 -1.7106 1.4965 -0.23
F -2.49276 -2.01596 0.14434 -0.5577 -1.5748 -0.0574 -0.21
F -2.70721 -0.66784 1.86700 -1.0105 -0.8097 -0.9049 -0.24
H -1.54881 1.18436 1.74335 0.0910 0.6331 0.8500 0.47
H -2.26778 3.53576 -1.46987 -0.1811 0.4136 0.0806 0.40
H 0.50872 0.14519 -1.23704 1.1440 -0.4128 -0.4775 0.43
H -0.49517 -1.26977 -0.71532 0.1302 -0.9316 -0.7626 0.46
H -0.11668 -0.58601 1.73114 0.3521 -0.2789 -0.7129 0.45
H -1.94443 1.31826 -2.24852 0.2667 -0.8328 0.2423 0.23
H 1.73082 -1.95493 1.79572 0.0031 -0.3135 -0.0385 0.36
H 2.50415 -0.55262 1.15156 0.2697 -0.4412 0.2733 0.37
H 2.02011 -1.77696 0.12562 -0.3829 -0.2489 0.4493 0.38

=====

20
Properties=species:S:1:pos:R:3:forces:R:3:mulliken_charge:R:1 method="wB97M-V/def2-TZVPD" total_energy_ha=-556.56237 total_charge=0 smiles="N#CC(F)=C=N.C=COCC" lumo_energy_ev=0.0 max_force_ev_per_a=6.63 gap_ev=8.93
C -2.16299 -1.05900 0.60493 1.2243 -0.2461 0.5981 0.38
C -3.77456 0.22567 -0.51147 1.3519 -0.4504 -0.1207 0.27
C 2.87267 -1.20231 -0.12925 1.1017 1.6657 1.0273 -0.86
C -0.90343 1.50692 -0.25629 -1.2067 2.8474 -1.2623 -0.75
C 2.50210 0.28276 -0.11089 -1.4186 -1.6279 -1.1143 -0.53
C 0.25255 1.08062 0.19755 -0.7950 -1.1093 -1.1171 -0.26
C -2.60182 -0.55427 -0.52092 -1.5524 -1.1641 -0.0331 0.39
N -1.55464 -1.34663 1.61565 -5.1699 -3.9011 -1.4072 -0.59
N -4.67162 0.90789 -0.61959 -1.9306 1.3596 -0.0352 -0.40
O 1.10465 0.35960 -0.53005 1.4630 0.0666 -0.4690 -0.25
F -2.35490 -1.13779 -1.69784 0.6662 -0.0876 -0.5264 -0.28
H 2.19958 -1.66352 0.58345 -0.2704 -0.5986 -0.3139 0.25
H 2.74146 -1.49110 -1.18871 0.5637 -0.6790 0.8869 0.30
H 3.90059 -1.23619 0.40313 -1.2584 -0.4673 -1.6274 0.30
H -1.59765 1.89319 0.55728 0.7416 -0.3424 -1.5570 0.33
H -1.06697 1.77043 -1.38417 0.0116 -0.8560 2.3362 0.24
H 3.02380 0.80397 -0.86926 0.8379 0.7405 -0.5339 0.33
H 2.68194 0.68949 0.84153 -0.1116 0.8550 1.2888 0.43
H -0.88205 -0.75367 1.79904 4.9286 3.9140 1.4176 0.28
H 0.29129 0.92396 1.21588 0.8231 0.0810 2.5628 0.43

=====

Please write out number 3 again, unchanged.
17
Properties=species:S:1:pos:R:3:forces:R:3:mulliken_charge:R:1 method="wB97M-V/def2-TZVPD" total_energy_ha=-371.69279 total_charge=0 lumo_energy_ev=-0.3 max_force_ev_per_a=8.04 gap_ev=7.63
C 0.32315 1.57057 0.67621 1.5024 7.3731 2.8456 -1.35
C -0.26921 0.38220 0.16326 1.1651 -3.9822 1.2340 1.04
C -1.64608 0.36747 -0.09779 -2.2954 3.6195 0.1967 -0.36
C -2.57203 1.35018 -0.09890 1.9429 2.8377 3.8538 -1.03
C 0.31274 -0.87982 0.06289 1.1495 1.1759 0.0623 0.58
C 1.78269 -1.16139 -0.18655 2.6924 0.6295 -1.5847 -0.30
C 2.59057 -0.05755 -0.64956 0.7328 0.3481 1.6085 -0.51
H 1.22958 1.71905 1.69754 -2.8900 -1.3207 -3.3273 0.28
H 0.79169 2.24007 -0.17239 -0.8966 -1.0842 1.5463 0.39
H -0.64693 2.44035 1.12469 3.0463 -2.9772 -1.3802 0.12
H -2.05013 -0.50252 -0.38784 -1.0288 -3.1667 -1.4498 0.46
H -3.57665 1.20618 -0.30074 -1.6759 -0.8026 -0.8175 0.33
H -2.52473 2.35922 0.62191 0.5353 -2.3771 -2.4687 0.08
H 2.31303 -2.36065 -0.18658 -2.1546 3.9272 -0.1944 0.23
H 3.77091 -0.16878 -1.19100 -3.8846 0.1026 2.0779 0.24
H 2.27372 1.26381 -0.25570 1.0415 -4.8026 -1.9374 0.07
F -0.52350 -1.95853 -0.01859 1.0178 0.4999 -0.2651 -0.27